No. 1
C50H128N17O31 | wB97M-V/def2-TZVPD

Cartesian coordinates (Å):
C: 17.718 17.528 14.798
C: 16.954 18.594 15.589
N: 16.497 19.771 14.878
C: 15.553 19.324 13.804
C: 15.711 20.590 15.833
C: 15.273 21.931 15.338
C: 17.607 20.507 14.226
C: 18.779 20.805 15.019
O: 18.484 21.556 16.228
C: 19.528 21.603 17.113
H: 17.055 16.953 14.144
H: 17.993 16.772 15.548
H: 18.601 17.837 14.222
H: 17.659 18.926 16.349
H: 16.077 18.240 16.145
H: 16.145 18.594 13.259
H: 15.197 20.130 13.162
H: 14.746 18.773 14.288
H: 16.415 20.733 16.631
H: 14.813 20.092 16.175
H: 16.117 22.610 15.175
H: 14.627 22.431 16.052
H: 14.656 21.905 14.438
H: 17.177 21.447 13.866
H: 17.911 19.932 13.342
H: 19.484 21.379 14.403
H: 19.299 19.901 15.342
H: 19.907 20.628 17.435
H: 19.357 22.195 18.010
H: 20.385 22.071 16.576
C: 12.405 24.868 15.739
C: 11.909 25.907 14.775
N: 11.136 25.370 13.662
C: 9.881 24.696 14.137
C: 10.721 26.473 12.811
C: 11.730 27.485 12.288
C: 11.903 24.327 12.924
C: 11.650 24.056 11.482
O: 10.320 23.932 11.042
C: 9.774 22.650 11.270
H: 12.854 25.420 16.571
H: 13.089 24.106 15.377
H: 11.566 24.319 16.160
H: 12.757 26.464 14.357
H: 11.275 26.642 15.282
H: 9.205 24.522 13.315
H: 9.445 25.434 14.812
H: 10.106 23.800 14.708
H: 9.938 27.015 13.328
H: 10.239 26.007 11.944
H: 11.175 28.154 11.609
H: 12.570 27.077 11.714
H: 12.184 28.143 13.044
H: 11.775 23.344 13.406
H: 12.906 24.694 13.057
H: 12.259 23.160 11.292
H: 12.059 24.844 10.848
H: 10.441 21.947 10.759
H: 8.804 22.642 10.769
H: 9.637 22.318 12.305
C: 20.094 24.630 14.102
C: 19.661 26.034 14.391
N: 18.253 26.363 14.264
C: 17.826 26.355 12.888
C: 17.441 25.383 15.004
C: 15.999 25.669 15.229
C: 18.027 27.748 14.832
C: 19.121 28.783 14.652
O: 19.418 28.912 13.308
C: 20.635 29.578 13.097
H: 19.682 23.887 14.788
H: 21.185 24.606 14.204
H: 19.821 24.374 13.084
H: 20.164 26.743 13.734
H: 19.913 26.213 15.431
H: 16.767 26.538 12.881
H: 18.061 25.393 12.449
H: 18.327 27.197 12.418
H: 17.924 25.024 15.904
H: 17.473 24.521 14.318
H: 16.006 26.530 15.916
H: 15.519 24.870 15.766
H: 15.364 25.977 14.399
H: 17.785 27.762 15.895
H: 17.176 28.159 14.284
H: 20.012 28.565 15.274
H: 18.700 29.739 15.027
H: 21.434 29.202 13.737
H: 20.426 30.617 13.356
H: 20.904 29.542 12.053
C: 18.254 15.421 22.305
C: 19.045 16.702 22.547
N: 20.080 17.058 21.546
C: 21.053 17.883 22.325
C: 20.778 15.787 21.058
C: 21.995 16.080 20.220
C: 19.523 17.866 20.402
C: 18.215 17.423 19.777
O: 18.465 16.167 19.157
C: 17.278 15.652 18.640
H: 17.492 15.314 23.069
H: 18.889 14.543 22.463
H: 17.807 15.345 21.318
H: 19.479 16.806 23.541
H: 18.303 17.508 22.503
H: 21.758 18.322 21.626
H: 21.589 17.249 23.020
H: 20.531 18.668 22.841
H: 20.058 15.259 20.453
H: 21.035 15.198 21.933
H: 22.891 16.469 20.704
H: 21.771 16.691 19.345
H: 22.343 15.136 19.773
H: 20.309 17.934 19.656
H: 19.485 18.861 20.843
H: 17.972 18.153 18.987
H: 17.381 17.423 20.507
H: 17.527 14.913 17.881
H: 16.839 16.512 18.121
H: 16.543 15.286 19.370
C: 20.483 14.791 11.357
C: 20.340 15.229 12.808
O: 19.583 14.935 13.658
N: 21.311 16.288 13.171
H: 21.507 17.010 12.487
H: 20.870 16.750 14.028
C: 22.613 15.759 13.721
H: 20.063 15.544 10.682
H: 19.938 13.858 11.217
H: 21.535 14.666 11.101
H: 22.510 15.092 14.573
H: 23.178 16.653 13.945
H: 23.132 15.276 12.889
C: 18.484 24.438 8.631
C: 19.207 23.093 8.605
O: 20.083 22.727 7.925
N: 18.761 22.135 9.701
H: 18.115 22.579 10.406
H: 18.211 21.416 9.238
C: 19.945 21.630 10.543
H: 17.448 24.228 8.362
H: 19.092 25.064 7.980
H: 18.552 24.771 9.670
H: 20.645 22.374 10.900
H: 20.406 20.922 9.879
H: 19.483 21.022 11.308
C: 17.446 20.726 19.846
C: 17.356 22.257 20.160
O: 16.684 23.100 19.689
N: 18.174 22.601 21.375
H: 17.601 22.797 22.192
H: 18.883 21.895 21.611
C: 18.945 23.892 21.195
H: 16.693 20.294 19.164
H: 17.370 20.288 20.838
H: 18.455 20.550 19.485
H: 19.656 23.612 20.449
H: 19.403 24.118 22.150
H: 18.235 24.640 20.884
C: 14.709 11.060 12.266
C: 15.630 12.317 12.469
O: 16.654 12.342 13.033
N: 14.832 13.571 12.381
H: 14.059 13.644 11.726
H: 14.420 13.877 13.525
C: 15.848 14.718 12.209
H: 13.680 11.388 12.092
H: 14.763 10.416 13.133
H: 14.938 10.475 11.374
H: 16.591 14.625 11.432
H: 16.292 14.941 13.171
H: 15.199 15.569 12.005
C: 13.299 20.157 10.599
C: 14.191 18.884 10.537
O: 14.156 17.989 11.264
N: 15.348 18.994 9.622
H: 15.335 19.904 9.161
H: 16.180 18.956 10.274
C: 15.348 17.822 8.691
H: 13.681 20.652 11.502
H: 12.249 19.922 10.785
H: 13.385 20.849 9.756
H: 15.526 16.947 9.300
H: 16.138 17.988 7.976
H: 14.376 17.789 8.228
C: 23.421 21.966 18.082
C: 24.720 21.111 18.125
O: 25.832 21.313 17.911
N: 24.285 19.733 18.627
H: 24.365 19.622 19.631
H: 23.305 19.443 18.375
C: 25.118 18.636 17.953
H: 22.577 21.356 17.738
H: 23.601 22.793 17.398
H: 23.249 22.358 19.085
H: 24.741 17.716 18.373
H: 26.178 18.771 18.133
H: 24.935 18.631 16.875
N: 16.115 22.854 11.454
O: 15.875 22.022 10.589
O: 17.329 23.038 11.734
O: 15.174 23.377 12.006
N: 13.652 19.457 18.406
O: 14.923 19.124 18.359
O: 12.737 18.704 18.620
O: 13.433 20.613 18.239
N: 11.806 20.650 14.825
O: 12.237 20.628 13.683
O: 11.787 19.662 15.534
O: 11.433 21.771 15.265
N: 18.501 18.253 11.161
O: 19.579 18.377 11.680
O: 18.078 17.178 10.977
O: 17.878 19.323 10.727
N: 21.678 21.342 20.905
O: 22.455 20.396 21.010
O: 20.492 21.167 20.461
O: 22.048 22.459 21.186
N: 14.714 14.426 15.746
O: 15.528 15.289 15.470
O: 14.623 13.956 16.837
O: 13.953 14.037 14.805
N: 21.810 18.745 16.023
O: 21.737 18.882 17.259
O: 21.031 18.029 15.444
O: 22.668 19.365 15.429

## Properties
Kohn-Sham gap: 0.2158 Ha
charge: +3
spin multiplicity: 1

These are the Löwdin partial charges, in e, on atoms 1 to 2: -0.045 -0.164

No. 2
C3H4BrClO2S | wB97M-V/def2-TZVPD

Cartesian coordinates (Å):
C: -1.153 0.694 2.901
C: -0.652 -1.784 1.453
C: -0.134 0.605 -0.235
O: -2.291 -0.855 -0.391
O: -1.948 0.288 1.892
S: -1.338 -0.481 0.552
Cl: -0.100 2.144 2.605
Br: 0.322 -1.078 2.974
H: 0.051 -2.125 0.755
H: 0.454 0.075 -0.926
H: -0.862 1.436 -0.672
H: 0.448 1.011 0.529

## Properties
Kohn-Sham gap (alpha / beta): 0.2693 / 0.2430 Ha
charge: 0
⟨S²⟩: 2.01
spin multiplicity: 3

These are the Löwdin partial charges, in e, on atoms 1 to 2: -0.719 -0.652

No. 3
C3H13NO3 | wB97M-V/def2-TZVPD

Cartesian coordinates (Å):
C: 2.054 0.697 -0.344
N: 0.694 0.333 -0.040
C: 0.469 -1.117 -0.199
C: -0.712 -1.573 0.419
O: -1.936 -0.819 0.033
H: 2.127 0.431 -1.424
H: 2.841 0.138 0.194
H: 2.170 1.821 -0.253
H: 0.298 0.288 0.926
H: 0.341 -1.391 -1.261
H: 1.356 -1.699 0.123
H: -1.057 -2.584 0.056
H: -0.767 -1.496 1.526
H: -1.715 0.023 -0.379
O: -0.409 1.880 -2.083
H: -0.139 1.140 -1.440
H: -1.184 1.412 -2.575
O: -1.123 0.756 2.391
H: -1.718 1.468 2.676
H: -1.591 0.290 1.655

## Properties
Kohn-Sham gap: 0.3864 Ha
charge: 0
ΔE to the lowest compared entry with this formula, charge and spin: 39.9 kcal/mol
spin multiplicity: 1

These are the Löwdin partial charges, in e, on atoms 1 to 2: -0.121 -0.155

No. 4
C4H3BrO2 | wB97M-V/def2-TZVPD

Cartesian coordinates (Å):
Br: 2.916 0.007 -0.432
C: 1.107 0.085 0.204
O: 0.675 -1.158 0.426
C: -0.711 -1.148 0.169
C: -1.172 0.051 -0.193
C: 0.009 1.000 -0.170
O: 0.665 1.078 1.073
H: -1.284 -2.042 0.254
H: -2.160 0.334 -0.572
H: -0.046 1.792 -0.760

## Properties
Kohn-Sham gap: 0.3908 Ha
charge: 0
ΔE to the lowest compared entry with this formula, charge and spin: 10.8 kcal/mol
spin multiplicity: 1

These are the Löwdin partial charges, in e, on atoms 1 to 2: 0.802 -0.919

No. 5
C16H19N3O5S | wB97M-V/def2-TZVPD

Cartesian coordinates (Å):
C: 2.127 1.125 2.184
C: 2.461 2.065 1.025
N: 1.974 1.587 -0.255
C: 0.753 1.879 -0.771
O: 0.381 1.424 -1.833
C: -0.179 2.827 0.002
O: -1.513 2.381 -0.190
C: -1.717 1.112 0.177
O: -0.856 0.429 0.691
C: -3.073 0.646 -0.090
N: -4.047 1.435 -0.507
N: -5.130 0.685 -0.656
C: -4.904 -0.623 -0.347
C: -5.728 -1.744 -0.359
C: -5.157 -2.937 0.022
C: -3.811 -3.024 0.405
C: -2.991 -1.920 0.420
C: -3.545 -0.698 0.040
C: 2.632 0.465 -0.926
C: 4.131 0.323 -0.625
C: 4.545 -1.049 -1.105
S: 3.268 -2.028 -0.246
O: 3.570 -2.016 1.161
O: 3.046 -3.305 -0.864
C: 1.926 -0.859 -0.598
H: 2.667 0.184 2.100
H: 1.063 0.905 2.192
H: 2.398 1.594 3.126
H: 2.038 3.055 1.202
H: 3.542 2.204 0.948
H: -0.139 3.831 -0.423
H: 0.032 2.847 1.073
H: -5.989 1.108 -0.971
H: -6.763 -1.678 -0.656
H: -5.759 -3.834 0.027
H: -3.415 -3.986 0.692
H: -1.955 -1.978 0.711
H: 2.515 0.662 -1.999
H: 4.316 0.343 0.448
H: 4.693 1.127 -1.104
H: 5.536 -1.345 -0.778
H: 4.425 -1.198 -2.173
H: 1.359 -1.247 -1.437
H: 1.274 -0.775 0.267

## Properties
Kohn-Sham gap: 0.3389 Ha
charge: 0
ΔE to the lowest compared entry with this formula, charge and spin: 18.6 kcal/mol
spin multiplicity: 1

These are the Löwdin partial charges, in e, on atoms 1 to 2: -0.048 -0.193

No. 6
C3H12NO2 | wB97M-V/def2-TZVPD

Cartesian coordinates (Å):
C: -0.464 0.750 0.775
C: -1.246 -0.578 0.962
C: -1.771 -1.017 -0.357
O: -0.678 -1.269 -1.178
N: 1.021 0.629 1.219
H: -0.322 0.786 -0.284
H: -1.094 1.547 1.327
H: -2.196 -0.515 1.604
H: -0.724 -1.371 1.515
H: -2.297 -0.121 -0.857
H: -2.249 -1.993 -0.452
H: -1.069 -1.591 -2.011
H: 1.278 1.566 1.528
H: 1.174 -0.008 1.968
H: 1.694 0.368 0.450
H: 2.355 2.090 -1.419
H: 3.416 0.992 -1.253
O: 2.399 1.133 -1.189

## Properties
Kohn-Sham gap (alpha / beta): 0.1359 / 0.4126 Ha
charge: 0
ΔE to the lowest compared entry with this formula, charge and spin: 65.0 kcal/mol
⟨S²⟩: 0.75
spin multiplicity: 2

These are the Löwdin partial charges, in e, on atoms 1 to 2: -0.210 -0.224

No. 7
C20H21ClN3OSTl | wB97M-V/def2-TZVPD

Cartesian coordinates (Å):
Tl: -0.048 -0.786 0.017
O: 0.138 2.005 0.623
C: -0.847 2.398 1.549
C: -1.104 1.373 2.627
C: -1.995 1.631 3.660
C: -2.156 0.680 4.655
C: -1.408 -0.488 4.583
C: -0.559 -0.663 3.509
N: -0.418 0.235 2.538
H: 0.915 1.716 1.119
H: -1.762 2.574 0.976
H: -0.556 3.348 2.024
H: -2.553 2.556 3.676
H: -2.852 0.844 5.465
H: -1.496 -1.254 5.335
H: 0.040 -1.555 3.401
Cl: 0.002 -6.689 -1.719
C: 0.663 -5.353 -0.815
C: 1.920 -4.852 -1.141
C: 2.410 -3.755 -0.473
C: 1.664 -3.092 0.526
C: 2.078 -1.843 1.106
C: 0.407 -3.665 0.855
C: -0.080 -4.778 0.200
H: 2.509 -5.334 -1.908
H: 3.389 -3.377 -0.731
H: 3.118 -1.591 0.931
H: 1.827 -1.746 2.160
H: -0.170 -3.244 1.675
H: -1.037 -5.200 0.480
N: 3.219 2.133 -1.402
C: 2.073 1.595 -1.898
S: 2.027 -0.056 -2.102
N: 1.096 2.493 -2.151
C: -0.217 2.355 -2.598
C: -0.990 3.518 -2.606
C: -2.291 3.498 -3.067
C: -2.849 2.315 -3.526
C: -2.085 1.163 -3.523
C: -0.778 1.169 -3.064
H: 4.000 1.499 -1.346
H: 3.423 3.111 -1.519
H: 1.316 3.450 -1.897
H: -0.557 4.444 -2.248
H: -2.868 4.410 -3.073
H: -3.863 2.301 -3.894
H: -2.506 0.240 -3.888
H: -0.194 0.266 -3.102

## Properties
Kohn-Sham gap: 0.2246 Ha
charge: 0
ΔE to the lowest compared entry with this formula, charge and spin: 9.9 kcal/mol
spin multiplicity: 1

These are the Löwdin partial charges, in e, on atoms 1 to 2: 0.773 -0.164

No. 8
C3H6N4 | wB97M-V/def2-TZVPD

Cartesian coordinates (Å):
C: 1.302 0.875 1.053
C: 0.720 -0.132 0.168
C: 0.883 -1.231 -0.703
N: -3.031 1.452 -1.285
N: -3.464 1.010 -2.215
N: -2.623 2.058 -0.376
N: -0.087 0.697 0.655
H: 1.826 0.770 2.019
H: 1.956 1.679 0.670
H: 1.884 -1.309 -1.121
H: 0.045 -1.120 -1.424
H: 0.749 -2.162 -0.151
H: -1.958 1.826 0.411

## Properties
Kohn-Sham gap: 0.3776 Ha
charge: 0
ΔE to the lowest compared entry with this formula, charge and spin: 110.9 kcal/mol
spin multiplicity: 1

These are the Löwdin partial charges, in e, on atoms 1 to 2: -0.159 -0.345

Number 1: F_max 0.0976 Eh/bohr. Number 2: F_max 0.1102 Eh/bohr. Number 3: F_max 0.1092 Eh/bohr. Number 4: F_max 0.0950 Eh/bohr. Number 5: F_max 0.0170 Eh/bohr. Number 6: F_max 0.0527 Eh/bohr. Number 7: F_max 0.0179 Eh/bohr. Number 8: F_max 0.1043 Eh/bohr.